No. 1
# C5H8ClN

A structure of composition C5H8ClN at a distorted geometry (ωB97M-V/def2-TZVPD, the OMol25 dataset).

Structure (XYZ):
```
15
Properties=species:S:1:pos:R:3:forces:R:3
C 0.929 -0.027 -0.039 0.2463 2.2223 0.8296
C 0.157 1.353 -0.166 0.0610 -0.2945 -0.3375
C -0.958 -0.589 -0.015 -0.7173 -0.4460 0.4644
C 0.122 -0.631 1.085 0.0420 -0.3006 0.6677
C 0.205 -0.907 -1.021 -1.4321 0.7078 -1.1236
H 0.349 2.126 0.608 0.0945 -0.8506 -0.2110
H 0.410 1.779 -1.118 0.0568 0.4382 -0.5495
H -1.751 1.202 0.628 -0.0824 -0.0872 0.1644
H -1.855 -1.202 0.083 0.1698 -0.0283 -0.2442
H -0.074 -0.078 2.022 0.2986 -0.1975 -0.4681
H 0.532 -1.611 1.245 -0.2271 -0.6614 0.4763
H 0.060 -0.449 -2.016 0.1454 -0.4263 0.2917
H 0.446 -1.977 -1.098 0.1623 0.5448 0.3752
N -1.265 0.856 -0.186 1.3169 -0.5006 -0.3789
Cl 2.693 0.153 -0.013 -0.1346 -0.1200 0.0436
```
Forces are in eV/Å.

Summary:
E_tot: -19325.988 eV
E_LUMO: 0.0353 Eh
Energy above the lowest of the compared OMol25 structures with the same formula, charge and spin: 0.9629 eV
F_max: 2.4 eV/Å
HOMO-LUMO gap: 10.13 eV

=====

No. 2
# C4H6NO3

A cluster of 2 separate species, C4H6NO3 in total at a distorted geometry (ωB97M-V/def2-TZVPD, the OMol25 dataset).

Structure (XYZ):
```
14
Properties=species:S:1:pos:R:3:forces:R:3
C 0.806 -1.234 -0.207 1.3635 -1.2446 0.8015
C 1.170 1.126 -0.301 0.8671 4.1167 0.7630
C -0.769 0.112 -1.507 1.0661 -2.2964 1.2922
C -1.065 0.060 1.667 -2.0044 -2.1197 -1.8733
N 0.257 0.067 -0.403 -1.9584 -0.6494 0.2899
O 1.543 -1.427 0.729 -0.8544 0.1265 -0.9750
O 0.825 2.299 -0.302 -0.1388 -2.3865 -0.2808
O -1.236 -0.921 -1.845 -0.4447 0.5978 -0.2093
H 0.510 -1.967 -0.985 0.1718 0.2070 0.5077
H 2.243 0.916 -0.168 -0.3506 -0.7316 -0.1296
H -0.891 1.086 -1.837 -0.6035 2.0646 -0.9908
H -0.117 0.052 2.149 0.7250 0.9883 0.4655
H -1.814 0.876 1.376 1.6176 -0.9071 0.6449
H -1.462 -1.045 1.635 0.5436 2.2346 -0.3057
```
Forces are in eV/Å.

Summary:
E_tot: -11866.002 eV
Charge: +1
E_LUMO: -0.3021 Eh
Energy above the lowest of the compared OMol25 structures with the same formula, charge and spin: 4.4874 eV
F_max: 4.3 eV/Å
HOMO-LUMO gap: 7.27 eV

=====

No. 3
# C22H22BN3O7RuS

A structure of composition C22H22BN3O7RuS (ωB97M-V/def2-TZVPD, the OMol25 dataset).

Structure (XYZ):
```
57
Properties=species:S:1:pos:R:3:forces:R:3
Ru 2.524 1.717 0.187 -0.4741 -0.1344 0.2448
O 3.919 3.319 -3.295 0.0123 -0.0466 -0.0131
C 3.281 2.849 -2.358 -0.0444 0.0165 0.0351
N 3.591 2.872 -1.052 0.0030 -0.0552 -0.0748
C 4.999 2.907 -0.731 0.1010 -0.0174 -0.0634
C 5.343 1.587 -0.079 -0.0587 -0.0136 -0.0302
C 6.634 1.221 0.265 0.0429 -0.0145 -0.0650
C 6.863 -0.011 0.848 -0.0216 -0.0098 0.0029
C 5.786 -0.856 1.082 -0.0247 -0.0218 -0.0037
C 4.522 -0.427 0.736 0.0220 0.0045 -0.1086
N 4.302 0.766 0.168 0.2515 0.0133 0.0975
C 2.037 2.038 -2.616 -0.0452 -0.0354 0.0884
C 1.402 2.026 -3.842 -0.0212 -0.0145 -0.0267
C 0.322 1.178 -4.029 0.0356 0.0199 0.0289
C -0.067 0.353 -2.984 0.0063 -0.0054 0.0336
C 0.624 0.410 -1.788 -0.0325 -0.0735 -0.0642
N 1.652 1.241 -1.600 0.2281 0.2219 -0.0698
H 5.272 3.737 -0.071 -0.0926 -0.0475 0.0957
H 5.588 3.019 -1.646 0.0111 0.0667 0.0210
H 7.446 1.910 0.071 0.0028 -0.0096 -0.0050
H 7.866 -0.310 1.121 0.0022 -0.0031 -0.0014
H 5.915 -1.826 1.539 0.0079 0.0029 0.0022
H 3.641 -1.027 0.922 -0.0028 0.0036 0.0064
H 1.783 2.679 -4.614 -0.0127 -0.0029 -0.0068
H -0.203 1.153 -4.974 -0.0011 0.0018 -0.0015
H -0.897 -0.332 -3.081 0.0023 0.0012 -0.0106
H 0.362 -0.233 -0.957 0.0107 0.0068 0.0049
O 0.759 2.476 3.613 -0.0068 0.0011 -0.0156
S 1.394 2.317 2.358 -0.1412 0.0045 0.0587
O 0.770 2.903 1.170 0.0970 0.0038 -0.0815
O 1.333 0.682 1.929 0.1048 -0.0257 0.0659
O 2.854 2.435 2.297 0.1315 0.1507 -0.0989
C -5.784 -0.962 -0.476 -0.0138 -0.0061 0.0158
C -5.386 -1.857 0.707 -0.0055 0.0063 0.0003
C -5.894 -3.274 0.436 0.0099 0.0101 -0.0017
C -6.066 -1.342 1.983 0.0070 -0.0094 0.0014
C -3.866 -1.808 0.871 0.0161 -0.0088 -0.0274
C -3.051 -2.904 0.591 -0.0238 -0.0006 0.0310
C -1.660 -2.862 0.711 0.0383 0.0019 -0.0002
C -1.112 -1.675 1.122 -0.0588 -0.0040 -0.0011
O 0.216 -1.345 1.318 0.0642 0.0299 -0.0154
B 0.177 -0.014 1.710 -0.1570 -0.0155 -0.0592
O -1.107 0.484 1.781 0.0208 0.0156 0.0307
C -1.907 -0.575 1.402 0.0154 -0.0269 -0.0067
C -3.272 -0.607 1.287 0.0007 0.0233 -0.0066
H -6.870 -0.938 -0.583 0.0017 -0.0037 -0.0067
H -5.355 -1.338 -1.406 0.0047 0.0074 -0.0001
H -5.435 0.062 -0.332 -0.0114 0.0026 -0.0008
H -6.983 -3.261 0.372 0.0003 0.0000 -0.0031
H -5.612 -3.961 1.237 -0.0097 -0.0029 0.0003
H -5.516 -3.668 -0.509 0.0082 -0.0054 0.0037
H -7.147 -1.474 1.908 -0.0021 0.0147 -0.0054
H -5.878 -0.280 2.146 0.0221 -0.0050 0.0126
H -5.714 -1.887 2.860 -0.0146 -0.0107 -0.0006
H -3.499 -3.834 0.273 0.0003 0.0007 -0.0040
H -1.045 -3.725 0.494 -0.0043 -0.0005 0.0007
H -3.854 0.276 1.511 -0.0023 -0.0013 -0.0026
```
Forces are in eV/Å.

Summary:
E_tot: -56072.407 eV
E_LUMO: 0.0042 Eh
Energy above the lowest of the compared OMol25 structures with the same formula, charge and spin: 0.0000 eV
F_max: 0.6 eV/Å
HOMO-LUMO gap: 7.87 eV